{"formula": "C25H25CrN2O4", "method": "ωB97M-V with the def2-TZVPD basis set", "lumo_energy_ev": [-5.242, -10.302], "s_squared": 3.815, "max_force_ev_per_a": 5.33, "multiplicity": 4, "charge": 2, "symbols": ["O", "C", "Cr", "C", "O", "C", "O", "C", "C", "C", "C", "C", "C", "C", "C", "C", "C", "C", "C", "C", "C", "C", "H", "H", "H", "H", "H", "H", "H", "H", "H", "H", "H", "C", "N", "C", "C", "C", "C", "C", "C", "N", "O", "H", "H", "H", "H", "H", "H", "H", "H", "H", "H", "H", "H", "H", "H"], "xyz": [[1.73488, -4.91990, -2.35511], [1.57649, -4.40119, -1.32396], [1.63149, -3.62697, 0.41912], [3.21263, -2.81455, -0.19174], [4.21962, -2.44040, -0.64865], [2.73675, -5.13682, 0.78072], [3.48232, -6.03010, 0.82632], [-0.29092, -4.17787, 1.31563], [-0.47621, -3.24272, 0.29376], [0.25942, -2.04964, 0.28175], [1.09625, -1.70223, 1.36987], [1.81605, -0.44240, 1.36442], [2.45498, 0.54928, 0.99787], [3.28612, 1.61995, 0.87493], [3.69087, 2.09863, -0.40546], [4.73476, 3.05420, -0.49517], [5.14046, 3.54523, -1.72771], [4.48175, 3.13257, -2.89751], [3.46020, 2.16966, -2.83283], [3.06644, 1.64694, -1.60260], [1.39455, -2.72398, 2.30132], [0.66080, -3.92004, 2.30780], [-0.84410, -5.11527, 1.31066], [-1.19100, -3.42352, -0.49900], [0.17208, -1.33841, -0.54201], [3.73249, 2.07937, 1.75846], [5.22907, 3.35797, 0.42840], [5.95350, 4.27037, -1.78164], [4.75803, 3.57196, -3.85791], [2.95284, 1.84761, -3.74408], [2.29243, 0.87952, -1.52977], [2.18792, -2.54743, 3.03252], [0.83925, -4.64389, 3.09406], [4.67935, 4.07260, 5.14031], [3.77895, 4.98280, 4.46131], [3.84608, 6.39543, 4.83009], [2.90093, 4.42206, 3.59425], [1.86702, 5.30636, 2.88996], [0.89570, 5.97043, 3.88989], [-0.49332, 5.39711, 3.57011], [-0.33675, 4.54497, 2.27644], [1.06741, 4.42636, 2.09651], [2.88062, 3.19508, 3.44501], [4.45092, 3.06241, 4.80172], [5.71953, 4.30854, 4.90018], [4.54924, 4.13345, 6.22414], [3.22465, 7.00282, 4.15952], [3.49278, 6.55650, 5.86265], [4.87914, 6.76294, 4.76139], [2.41065, 6.06721, 2.28738], [1.17831, 5.71071, 4.91493], [0.92786, 7.05670, 3.78722], [-0.80054, 4.74213, 4.39138], [-1.24515, 6.18182, 3.47012], [-0.83367, 3.56656, 2.36359], [-0.83738, 5.09047, 1.45755], [1.45479, 3.58680, 1.68300]], "forces_ev_per_a": [[-0.86, 1.81, 3.67], [0.97, -1.68, -4.47], [0.48, -2.21, -0.95], [3.86, 1.26, -1.86], [-3.41, -1.04, 1.65], [3.58, -3.36, 0.24], [-2.82, 3.04, 0.05], [-0.85, 0.02, 0.47], [-0.48, -0.17, -0.06], [-0.34, 1.82, -0.20], [0.59, 0.88, 0.09], [-0.17, -0.14, -1.02], [-1.02, -1.70, 1.65], [0.76, 0.76, -0.67], [0.00, 0.33, -0.53], [-0.14, -0.20, -0.18], [-0.21, 0.02, 0.02], [-0.06, -0.07, 0.21], [-0.11, 0.02, 0.35], [0.48, 0.23, -0.06], [0.39, 1.28, 1.21], [-0.27, -0.35, 0.32], [0.16, 0.22, -0.01], [0.16, -0.15, -0.05], [-0.20, -0.24, 0.35], [-0.11, -0.47, -0.33], [-0.04, 0.04, -0.26], [-0.25, -0.22, -0.03], [-0.04, -0.23, 0.30], [0.22, 0.09, 0.27], [0.16, 0.31, -0.13], [-0.48, -0.06, -0.14], [0.10, -0.06, -0.18], [0.57, -0.30, 0.41], [-1.31, -1.10, -1.54], [-0.33, 0.71, -0.17], [2.15, 3.87, 2.97], [-0.61, -0.66, -1.07], [-0.08, -0.10, 0.23], [-0.10, -0.75, 0.10], [-1.47, 0.83, 0.22], [0.52, -0.41, -0.65], [-0.31, -1.18, -0.31], [0.21, -0.08, 0.21], [-0.13, 0.02, 0.00], [-0.05, -0.01, -0.14], [0.30, -0.23, 0.25], [0.10, -0.28, -0.39], [-0.23, -0.34, -0.06], [0.17, -0.41, 0.38], [-0.07, 0.25, -0.09], [0.11, -0.11, 0.00], [-0.05, 0.19, -0.11], [0.14, -0.12, -0.04], [0.23, 0.28, 0.04], [0.25, -0.29, 0.04], [-0.08, 0.44, 0.00]]}